# 1
The following is a DFT calculation (ωB97M-V/def2-TZVPD) of 2 unconnected molecules or ions with the total composition C25H32N3 in a non-equilibrium geometry.

Its spin multiplicity is 1. The net charge is +1. The frontier orbital gap comes out at 6.14 eV. The energy above the lowest of the compared OMol25 structures with the same formula, charge and spin is 0.673 eV.

Each line ends with the Mulliken charge.
Cartesian coordinates (Å):
C (2.51, 1.84, -1.83)  -1.85
C (2.41, 0.94, -0.68)  0.36
N (3.40, 0.05, -0.39)  0.24
C (4.62, -0.10, -1.16)  -0.91
C (3.11, -0.65, 0.79)  -0.08
C (1.89, -0.13, 1.29)  1.45
C (1.43, -0.61, 2.52)  -0.02
C (2.17, -1.59, 3.19)  -0.98
C (3.36, -2.10, 2.66)  -0.66
C (3.86, -1.62, 1.44)  -1.07
C (1.39, 0.82, 0.30)  1.69
C (0.06, 1.29, 0.16)  -1.10
C (-0.88, 1.29, 1.23)  0.39
C (-1.25, 2.36, 2.07)  -0.12
C (-0.76, 3.75, 2.09)  -1.74
N (-2.15, 1.91, 2.99)  0.16
C (-2.67, 2.71, 4.08)  -0.96
C (-2.43, 0.56, 2.78)  -0.05
C (-1.63, 0.14, 1.68)  1.21
C (-1.58, -1.21, 1.35)  0.15
C (-2.30, -2.12, 2.13)  -1.05
C (-3.05, -1.70, 3.24)  -0.69
C (-3.10, -0.33, 3.59)  -0.94
H (1.62, 2.48, -1.84)  0.31
H (3.40, 2.48, -1.74)  0.50
H (2.56, 1.31, -2.81)  0.38
H (5.18, -0.95, -0.76)  0.34
H (4.39, -0.29, -2.22)  0.33
H (5.24, 0.80, -1.10)  0.32
H (0.52, -0.19, 2.94)  0.57
H (1.82, -1.95, 4.16)  0.43
H (3.92, -2.87, 3.20)  0.40
H (4.79, -1.97, 0.99)  0.28
H (-0.18, 1.90, -0.71)  0.18
H (-0.04, 3.85, 1.27)  0.38
H (-1.56, 4.50, 1.93)  0.39
H (-0.24, 3.98, 3.03)  0.39
H (-3.35, 2.10, 4.68)  0.35
H (-1.86, 3.08, 4.72)  0.34
H (-3.21, 3.59, 3.69)  0.30
H (-0.97, -1.53, 0.51)  0.48
H (-2.26, -3.18, 1.89)  0.41
H (-3.59, -2.43, 3.84)  0.40
H (-3.64, 0.02, 4.47)  0.24
C (-2.22, -2.05, -6.19)  -1.30
C (-1.16, -1.67, -5.16)  -0.41
C (-1.71, -1.12, -3.84)  -0.46
C (-0.53, -0.83, -2.92)  -0.48
N (-0.76, 0.05, -1.77)  -0.26
H (-1.72, -2.32, -7.13)  0.36
H (-2.80, -2.92, -5.86)  0.32
H (-2.91, -1.23, -6.39)  0.33
H (-0.54, -2.56, -4.94)  0.30
H (-0.48, -0.93, -5.60)  0.33
H (-2.29, -0.21, -4.01)  0.35
H (-2.34, -1.88, -3.35)  0.31
H (-0.13, -1.79, -2.55)  0.28
H (0.30, -0.35, -3.47)  0.18
H (-1.63, -0.21, -1.30)  0.25
H (0.01, -0.18, -1.14)  -0.25


# 2
The following is a DFT calculation (ωB97M-V/def2-TZVPD) of a single C25H32N4O4S molecule in a non-equilibrium geometry.

Its spin multiplicity is 1. Its SMILES is CCN(CC)CCCNC(=S)N(Cc1ccco1)Cc1cc2cc3c(cc2[nH]c1=O)OCCO3. The frontier orbital gap comes out at 8.17 eV. The energy above the lowest of the compared OMol25 structures with the same formula, charge and spin is 2.035 eV.

Each line ends with the Mulliken charge.
Cartesian coordinates (Å):
C (-3.13, -0.33, -2.29)  -1.33
C (-3.41, 1.11, -1.86)  -0.83
N (-4.09, 1.21, -0.57)  0.89
C (-5.46, 0.72, -0.67)  -0.50
C (-6.19, 0.64, 0.67)  -1.48
C (-4.03, 2.56, -0.03)  -1.11
C (-3.65, 2.58, 1.46)  -0.70
C (-2.16, 2.35, 1.71)  -1.10
N (-1.72, 1.04, 1.30)  0.05
C (-0.79, 0.82, 0.36)  0.21
S (-0.07, 2.06, -0.48)  -0.41
N (-0.42, -0.47, 0.15)  0.61
C (-0.77, -1.55, 1.07)  -1.53
C (-2.07, -2.21, 0.73)  0.05
C (-2.33, -3.29, -0.07)  0.19
C (-3.73, -3.47, -0.05)  -0.97
C (-4.22, -2.50, 0.76)  -0.42
O (-3.23, -1.73, 1.24)  -0.35
C (0.40, -0.84, -0.99)  -2.22
C (1.86, -0.96, -0.63)  0.29
C (2.71, 0.09, -0.69)  0.05
C (4.09, -0.04, -0.36)  0.66
C (4.99, 1.03, -0.39)  -0.88
C (6.32, 0.86, -0.08)  0.35
C (6.79, -0.43, 0.24)  0.35
C (5.92, -1.50, 0.30)  -0.69
C (4.57, -1.31, 0.01)  -0.32
N (3.68, -2.35, 0.06)  -0.05
C (2.34, -2.28, -0.22)  0.32
O (1.64, -3.28, -0.10)  -0.80
O (8.11, -0.67, 0.51)  -0.48
C (8.97, 0.39, 0.13)  -0.45
C (8.37, 1.73, 0.57)  -0.47
O (7.15, 1.95, -0.09)  -0.48
H (-2.43, -0.32, -3.12)  0.42
H (-4.04, -0.84, -2.61)  0.45
H (-2.69, -0.88, -1.47)  0.16
H (-2.45, 1.62, -1.75)  0.33
H (-3.98, 1.62, -2.65)  0.49
H (-6.05, 1.34, -1.36)  0.37
H (-5.41, -0.29, -1.08)  0.34
H (-6.39, 1.63, 1.07)  0.37
H (-5.60, 0.08, 1.39)  0.22
H (-7.14, 0.13, 0.53)  0.42
H (-4.98, 3.08, -0.16)  0.42
H (-3.27, 3.14, -0.57)  0.62
H (-3.91, 3.56, 1.87)  0.40
H (-4.22, 1.83, 2.00)  0.26
H (-1.57, 3.08, 1.15)  0.54
H (-1.95, 2.47, 2.78)  0.34
H (-2.36, 0.29, 1.53)  0.26
H (-0.81, -1.15, 2.09)  0.54
H (0.01, -2.30, 1.00)  0.45
H (-1.60, -3.88, -0.60)  0.60
H (-4.29, -4.23, -0.56)  0.48
H (-5.22, -2.26, 1.08)  0.60
H (0.28, -0.07, -1.75)  1.09
H (0.04, -1.80, -1.36)  0.42
H (2.34, 1.06, -0.99)  0.53
H (4.64, 2.02, -0.65)  0.51
H (6.30, -2.47, 0.57)  0.40
H (4.02, -3.27, 0.33)  0.23
H (9.93, 0.20, 0.62)  0.34
H (9.11, 0.39, -0.96)  0.29
H (9.02, 2.56, 0.29)  0.34
H (8.22, 1.72, 1.65)  0.29


# 3
The following is a DFT calculation (ωB97M-V/def2-TZVPD) of a single C25H32N4OS molecule.

Its spin multiplicity is 1. Its SMILES is Cc1cccc(NC(=S)N(CCCN2CCOCC2)Cc2cn(C)c3ccccc23)c1. The frontier orbital gap comes out at 8.38 eV. The energy above the lowest of the compared OMol25 structures with the same formula, charge and spin is 1.583 eV.

Each line ends with the Mulliken charge.
Cartesian coordinates (Å):
C (-2.55, -1.11, -6.39)  -1.44
C (-2.79, -0.37, -5.11)  0.53
C (-3.56, 0.79, -5.08)  -0.71
C (-3.79, 1.44, -3.88)  -0.81
C (-3.25, 0.96, -2.71)  -0.76
C (-2.46, -0.19, -2.72)  0.56
N (-1.97, -0.66, -1.50)  0.15
C (-0.79, -1.30, -1.25)  0.55
S (0.38, -1.46, -2.41)  -0.38
N (-0.61, -1.75, 0.02)  0.30
C (-1.65, -1.79, 1.02)  -1.50
C (-1.52, -0.76, 2.15)  0.80
C (-2.02, 0.68, 1.88)  -1.50
N (-1.03, 1.71, 1.65)  0.07
C (-0.11, 1.92, 2.75)  0.23
C (0.70, 3.19, 2.50)  -1.01
O (1.41, 3.10, 1.29)  -0.31
C (0.53, 2.90, 0.21)  -1.04
C (-0.31, 1.63, 0.39)  0.68
C (0.66, -2.40, 0.37)  -2.07
C (1.67, -1.44, 0.92)  1.04
C (2.42, -0.55, 0.19)  -0.82
N (3.19, 0.21, 1.01)  0.44
C (4.04, 1.29, 0.60)  -1.16
C (2.95, -0.16, 2.30)  -0.72
C (3.47, 0.33, 3.49)  -0.68
C (3.05, -0.25, 4.67)  -0.74
C (2.13, -1.31, 4.67)  -0.89
C (1.60, -1.80, 3.49)  0.25
C (2.00, -1.22, 2.29)  0.81
C (-2.26, -0.86, -3.92)  -0.24
H (-2.86, -0.52, -7.25)  0.37
H (-3.11, -2.05, -6.39)  0.32
H (-1.50, -1.36, -6.49)  0.33
H (-3.98, 1.17, -5.99)  0.37
H (-4.40, 2.33, -3.86)  0.37
H (-3.43, 1.47, -1.77)  0.43
H (-2.44, -0.26, -0.70)  -0.05
H (-1.59, -2.79, 1.49)  0.56
H (-2.63, -1.73, 0.55)  0.59
H (-2.09, -1.15, 3.00)  0.44
H (-0.48, -0.72, 2.47)  -0.47
H (-2.59, 1.01, 2.75)  0.37
H (-2.71, 0.69, 1.03)  0.53
H (-0.69, 2.03, 3.67)  0.55
H (0.60, 1.08, 2.88)  -0.46
H (1.44, 3.34, 3.29)  0.44
H (0.02, 4.06, 2.46)  0.36
H (1.14, 2.82, -0.69)  0.37
H (-0.15, 3.76, 0.12)  0.38
H (-1.02, 1.57, -0.43)  0.11
H (0.36, 0.75, 0.35)  -0.31
H (0.45, -3.18, 1.10)  0.47
H (1.05, -2.86, -0.54)  0.60
H (2.44, -0.42, -0.87)  0.40
H (5.02, 1.20, 1.08)  0.39
H (4.17, 1.25, -0.48)  0.34
H (3.60, 2.25, 0.87)  0.35
H (4.19, 1.14, 3.50)  0.45
H (3.43, 0.11, 5.61)  0.40
H (1.83, -1.74, 5.61)  0.41
H (0.90, -2.62, 3.51)  0.40
H (-1.67, -1.76, -3.94)  0.58


Number 1: HOMO level -10.55 eV, total energy -30908.3165 eV. Number 2: HOMO level -7.78 eV, total energy -51430.2417 eV. Number 3: HOMO level -7.70 eV, total energy -45287.9084 eV.